{
  "formula": "H6N4",
  "method": "wB97M-V/def2-TZVPD",
  "smiles": "NNNN",
  "de_lowest_kcal_mol": 24.2,
  "orbital_gap_ev": 10.0132,
  "e_tot_ha": -222.49911,
  "max_force_ev_per_a": 3.075,
  "symbols": ["H", "H", "N", "N", "N", "H", "H", "N", "H", "H"],
  "coordinates": [[1.380634, 1.335048, -0.155646], [1.967686, 0.259446, 1.011109], [-0.272958, -0.543792, 0.494798], [-1.211855, 0.322797, -0.091269], [1.818787, 0.397133, -0.035498], [-0.582438, -1.517649, 0.579386], [0.634195, -0.454966, -1.246915], [0.893612, -0.731064, -0.302271], [-2.162763, 0.162250, 0.176003], [-1.167618, 0.128558, -1.071840]],
  "atomic_forces_ev_per_a": [[-0.1, -1.1, 0.2], [0.0, 0.6, -1.9], [0.6, -2.2, 1.3], [0.5, 1.0, -0.8], [0.3, -0.8, 2.0], [-0.5, 0.5, -0.1], [-0.1, -0.7, -0.5], [0.1, 3.1, 0.1], [-0.3, -0.3, 0.7], [-0.5, 0.0, -1.1]],
  "lowdin_charge": [0.058, 0.082, -0.212, -0.014, -0.050, 0.101, 0.072, -0.150, 0.066, 0.046]
}